Entry from the OMol25 dataset: 2 unconnected molecules or ions with the total composition C7H18FN4 (ωB97M-V with the def2-TZVPD basis set).

Its spin multiplicity is 3. The LUMO energy (alpha / beta) is -2.374 / -7.600 eV. Its highest occupied orbital energy (alpha / beta) is -9.010 / -13.751 eV. Its charge is +1.

Last column: Löwdin charge in e.
Geometry (Å):
C  1.20103  0.88867  -2.47635  -0.458
C  0.97885  1.53669  -3.74966  -0.055
C  -1.60479  -2.10231  3.86486  -0.103
C  0.32126  2.08672  0.88970  0.011
C  -1.53670  -0.81412  3.03481  -0.220
C  -0.41181  -1.36543  -0.39033  -0.196
C  0.76678  0.91168  -0.10522  -0.415
N  1.83128  -0.26205  -2.50540  0.237
N  0.37522  -1.92335  -1.20187  0.100
N  -0.19720  -0.08172  0.12011  0.050
N  0.66984  1.46043  -1.36922  0.157
F  -2.36624  -0.91908  1.83419  -0.148
H  -0.10653  1.44301  -3.94747  0.094
H  1.50402  1.04843  -4.58804  0.090
H  1.30668  2.61525  -3.82070  0.104
H  -2.48386  -2.66774  4.21819  0.081
H  -0.93715  -2.82912  3.23491  0.103
H  -1.24568  -1.90006  4.89848  0.082
H  -0.72167  2.18094  0.57530  0.083
H  1.10443  2.91704  0.68647  0.127
H  0.30631  1.76518  1.97791  0.100
H  -1.93985  0.02330  3.69272  0.123
H  -1.29980  -2.06314  0.00502  0.183
H  1.70477  0.34052  0.17941  0.189
H  2.26655  -0.50314  -3.38051  0.140
H  1.65854  -0.96537  -1.77042  0.057
H  0.18245  -2.88957  -1.34590  0.077
H  -0.46780  -0.61792  2.54869  0.122
H  -1.07291  0.30159  0.37880  0.096
H  0.21396  2.38468  -1.48848  0.188

=====

Entry from the OMol25 dataset: a molecular structure, C36H31FeN10O2S (ωB97M-V with the def2-TZVPD basis set).

The LUMO energy (alpha / beta) is 2.375 / 2.375 eV. For the energy relative to the best compared isomer or geometry (same formula, charge and spin), the calculation gives 0.0 kcal per mole. Its highest occupied orbital energy (alpha / beta) is -3.724 / -3.718 eV. Its charge is -1.

Last column: Löwdin charge in e.
Geometry (Å):
Fe  -0.73110  -0.48546  -0.85164  0.457
O  1.46626  -0.77162  -4.35219  0.002
C  1.10255  -0.24663  -3.29152  -0.462
N  0.83660  -0.84695  -2.11775  0.051
C  1.45748  -2.06783  -1.79679  -0.228
C  2.31185  -2.81224  -2.62050  -0.042
C  2.94209  -3.96027  -2.14881  -0.124
C  2.73320  -4.39720  -0.85489  -0.127
C  1.87797  -3.68727  -0.01833  -0.030
C  1.22854  -2.53803  -0.47233  -0.201
N  0.30079  -1.78796  0.26459  0.033
C  -0.22526  -2.19719  1.41506  -0.494
O  0.08667  -3.13370  2.16858  -0.015
C  -1.40517  -1.33382  1.81031  -0.172
C  -1.90485  -1.37388  3.10547  -0.001
C  -2.95978  -0.54553  3.44311  -0.066
C  -3.49193  0.29142  2.46955  -0.058
C  -2.94172  0.26279  1.20168  -0.102
N  -1.92375  -0.53113  0.87855  0.064
C  0.96575  1.26208  -3.32454  -0.205
C  0.42904  1.86027  -4.46392  -0.018
C  0.34741  3.23624  -4.52319  -0.076
C  0.84853  3.97567  -3.45873  -0.085
C  1.40777  3.29324  -2.39441  -0.165
N  1.46355  1.96381  -2.30916  0.140
H  2.47717  -2.48303  -3.63260  0.084
H  3.59998  -4.51237  -2.81126  0.087
H  3.22269  -5.29317  -0.49030  0.085
H  1.69222  -4.01990  0.99026  0.086
H  -1.44014  -2.05630  3.80353  0.113
H  -3.36039  -0.54134  4.44925  0.100
H  -4.31562  0.95817  2.68644  0.098
H  -3.31847  0.89609  0.40466  0.114
H  0.07256  1.22704  -5.26388  0.115
H  -0.09918  3.72841  -5.37856  0.100
H  0.80903  5.05805  -3.45316  0.093
H  1.82595  3.83954  -1.55261  0.100
C  2.05523  0.67054  5.37824  -0.051
C  2.64575  0.69762  3.96126  -0.557
C  2.72649  -0.74252  3.44635  -0.053
C  4.06704  1.27385  4.01331  -0.053
C  1.76970  1.57489  3.06713  -0.163
C  1.57396  2.93161  3.38957  -0.045
C  0.77011  3.76195  2.62847  -0.085
C  0.13763  3.22672  1.51216  -0.462
S  -0.97257  3.94123  0.37450  1.072
C  -1.08882  2.39831  -0.45945  -0.534
N  -0.36307  1.46647  0.06499  0.057
C  0.33300  1.88866  1.17059  -0.266
C  1.14758  1.06473  1.94360  0.067
C  -1.91110  2.09598  -1.61775  -0.269
C  -2.63460  3.06049  -2.32203  -0.073
C  -3.30516  2.69845  -3.47455  -0.119
C  -3.23051  1.37577  -3.91427  -0.109
C  -2.51243  0.42926  -3.19438  -0.116
C  -1.83152  0.73979  -2.00594  -0.132
H  2.66198  0.03339  6.02707  0.081
H  1.03840  0.27235  5.35861  0.087
H  2.02034  1.66835  5.82008  0.072
H  3.35491  -1.33341  4.11592  0.086
H  3.16293  -0.78807  2.44719  0.095
H  1.74335  -1.21678  3.40732  0.079
H  4.70091  0.65303  4.65179  0.080
H  4.07721  2.29003  4.41292  0.072
H  4.50491  1.29796  3.01348  0.091
H  2.05935  3.34897  4.26346  0.102
H  0.63275  4.79952  2.90735  0.102
H  1.25666  0.03756  1.61829  0.099
H  -2.64931  4.09194  -1.97773  0.092
H  -3.86496  3.43442  -4.03946  0.087
H  -3.73349  1.08884  -4.83281  0.089
H  -2.47012  -0.58518  -3.58179  0.079
N  -4.11063  -4.76328  -1.03080  0.122
N  -3.07906  -3.93161  -1.44828  -0.294
N  -2.15512  -4.32831  -2.28699  0.138
C  -1.37484  -3.25308  -2.32938  -0.143
N  -1.84544  -2.27417  -1.54318  0.014
N  -2.93696  -2.72962  -0.97903  0.114
H  -4.43313  -5.26671  -1.84974  0.089
H  -4.85107  -4.15441  -0.69952  0.090
H  -0.47463  -3.17552  -2.91656  0.117

=====

Entry from the OMol25 dataset: 9 unconnected molecules or ions with the total composition C32H55F6N3O23S2 (ωB97M-V with the def2-TZVPD basis set).

The LUMO energy is -0.096 eV. Its highest occupied orbital energy is -8.059 eV.

Last column: Löwdin charge in e.
Geometry (Å):
O  -7.46342  -1.41567  29.19588  0.244
H  -8.16860  -0.78981  29.01526  0.089
H  -7.17060  -1.16037  30.07375  0.010
H  -7.87749  -2.27966  29.13522  0.058
C  -9.34001  -1.34113  32.39581  -0.587
F  -9.87605  -0.49874  31.48450  0.126
F  -10.12524  -1.57304  33.48222  0.132
F  -9.09695  -2.53393  31.86926  0.139
S  -7.66364  -0.50854  32.95091  0.795
O  -8.09465  0.77716  33.53548  -0.274
O  -7.07498  -1.40337  33.96875  -0.287
N  -6.82282  -0.39472  31.39633  -0.289
S  -5.75802  0.66825  31.78839  0.553
O  -6.28382  2.01572  31.97077  -0.302
O  -4.86177  0.24870  32.83278  -0.256
C  -4.67147  0.86161  30.23360  -0.640
F  -3.78261  1.84109  30.40143  0.130
F  -4.05064  -0.29982  29.90967  0.090
F  -5.29306  1.22206  29.14049  0.145
C  -7.68963  -4.78266  28.66982  -0.054
O  -8.56563  -3.72868  29.11502  -0.233
C  -9.92489  -3.92215  28.61427  -0.150
C  -10.72474  -2.63414  28.85436  -0.169
N  -10.12149  -1.46355  28.15242  -0.078
C  -11.00416  -0.30270  28.18556  -0.154
C  -10.18549  0.98718  27.74633  -0.147
O  -9.01887  1.07585  28.59603  -0.229
C  -8.40750  2.38353  28.57504  -0.072
H  -7.94524  -5.67575  29.24005  0.098
H  -6.68231  -4.46274  28.93637  0.085
H  -7.61396  -4.88980  27.58774  0.100
H  -10.43270  -4.76214  29.08824  0.127
H  -9.87455  -4.24885  27.57560  0.119
H  -10.67397  -2.43628  29.92505  0.088
H  -11.80599  -2.71355  28.74168  0.117
H  -9.89330  -1.74510  27.20968  0.121
H  -11.38559  -0.24970  29.20527  0.104
H  -11.80758  -0.62343  27.52242  0.119
H  -10.80524  1.85372  27.97679  0.114
H  -9.88495  1.01860  26.69906  0.121
H  -9.23793  3.08745  28.52042  0.085
H  -7.77983  2.55796  27.70114  0.082
H  -7.85681  2.66843  29.47152  0.085
C  -1.87424  -0.60509  27.47355  -0.132
O  -0.49094  -0.93609  27.45009  -0.192
C  0.19514  0.28780  27.09083  -0.182
C  1.65869  -0.11935  27.40073  -0.236
N  2.61458  0.72852  26.77446  -0.071
C  3.98037  0.33634  27.16387  -0.206
C  5.04581  1.15842  26.37410  -0.202
O  5.30128  0.87710  24.99747  -0.179
C  6.08734  -0.23914  24.76701  -0.136
H  -2.47748  -1.43790  27.83498  0.083
H  -2.17933  -0.42712  26.44236  0.088
H  -2.22265  0.22652  28.08602  0.070
H  -0.10701  1.13058  27.71254  0.119
H  0.03209  0.53055  26.04079  0.120
H  1.79601  -1.19502  27.29033  0.121
H  1.81884  0.10308  28.45571  0.112
H  2.54800  0.74450  25.76678  0.114
H  4.19784  -0.71867  26.99725  0.106
H  4.16807  0.51305  28.22295  0.120
H  5.97593  1.04230  26.93043  0.111
H  4.64278  2.14807  26.58920  0.119
H  6.39531  -0.24800  23.72146  0.088
H  5.52147  -1.15314  24.94727  0.086
H  7.04150  -0.17244  25.28971  0.088
C  -4.25232  -3.93503  32.26179  0.000
C  -4.34704  -4.73430  31.15433  -0.035
C  -5.33595  -5.66343  31.00383  -0.379
C  -6.34857  -5.72611  32.01097  -0.025
C  -6.35844  -4.75887  33.02265  -0.005
C  -5.21273  -3.93982  33.26691  -0.303
O  -5.05541  -3.05918  34.29013  0.048
O  -5.30346  -6.47670  29.93545  0.032
H  -3.50469  -3.15927  32.33698  0.113
H  -3.56559  -4.70509  30.40942  0.118
H  -6.98565  -6.59795  32.03130  0.106
H  -7.10683  -5.05248  33.74384  0.109
H  -5.86831  -2.55769  34.19367  0.023
H  -5.69820  -7.32999  30.12953  0.110
C  -1.58073  -0.69885  31.29224  -0.108
C  -0.18661  -1.22263  31.21368  -0.099
O  -0.08319  -1.78338  32.51855  0.064
C  -1.11279  -1.60818  33.30053  -0.596
O  -1.19953  -2.24987  34.32602  0.143
O  -1.98336  -0.75823  32.71365  0.065
H  -2.26795  -1.24272  30.64415  0.107
H  -1.68280  0.35377  31.02828  0.122
H  0.49933  -0.37974  31.12924  0.129
H  0.04047  -2.02167  30.50794  0.139
C  -6.09795  3.97223  34.50618  -0.174
C  -4.98578  3.40332  35.38094  -0.046
O  -5.56778  3.86611  36.62030  0.068
C  -6.87373  3.99980  36.53434  -0.596
O  -7.62631  4.21984  37.49226  0.099
O  -7.18500  3.98503  35.28235  0.098
H  -6.40921  3.46397  33.59356  0.106
H  -5.94792  5.02949  34.28759  0.131
H  -4.00957  3.86090  35.22054  0.131
H  -4.88356  2.31845  35.35402  0.131
C  -13.14087  -2.10997  32.37330  -0.180
C  -14.66515  -1.99830  32.57903  -0.163
O  -14.99140  -1.71554  31.32490  0.062
C  -13.93435  -1.41442  30.47611  -0.441
O  -14.04437  -0.96397  29.33465  0.130
O  -12.80192  -1.60463  31.18768  0.051
H  -12.83512  -3.15586  32.40036  0.142
H  -12.61626  -1.49253  33.10246  0.130
H  -14.82698  -1.24186  33.34695  0.136
H  -15.17388  -2.92916  32.82962  0.140
C  -5.69906  5.25449  28.48676  -0.139
C  -4.49454  4.77480  29.25650  -0.093
O  -4.73845  5.23779  30.58152  0.086
C  -5.97657  5.59963  30.77016  -0.495
O  -6.53553  5.74750  31.85102  0.137
O  -6.61733  5.56192  29.50511  0.014
H  -6.34192  4.61773  27.87901  0.124
H  -5.44818  6.17220  27.95481  0.128
H  -3.57340  5.11105  28.78056  0.138
H  -4.47172  3.69831  29.42601  0.104